150
Properties=species:S:1:pos:R:3 method="wB97M-V/def2-TZVPD" gap_ev=7.44 smiles="C#CC1=C(COO)C(=O)C(N(C(C)=O)C(C)=O)=C(NCCC)C1=O.CCCC#N.CCCC#N.CCCC#N.CCCC#N.CCCC#N.CCCC#N.CCCC#N.CCCC#N.CCCC#N" e_homo_ev=-8.969
C 0.2674 -1.2335 1.0970
N -1.0845 0.9305 -3.7952
H 3.3958 1.4777 3.3360
H 3.8334 5.0837 -3.2723
H -5.7493 -7.3340 -3.1747
H 1.5404 0.7602 2.1426
H 2.8664 2.1902 8.6743
H -0.9155 2.4915 5.4722
H 8.4591 -2.8133 5.6243
H 4.6165 0.1750 3.2689
H 6.9056 -3.5584 3.7827
H -3.0302 5.9932 -8.0131
C -3.6405 -7.4140 -2.7055
H -1.2785 4.0019 -5.3003
C 0.7399 -3.7158 0.5192
N 4.0294 2.8693 -1.0530
H -5.1551 -0.9773 -2.3998
H -1.7437 3.0834 6.9063
H 5.2416 0.7157 0.9631
C -5.7709 -2.4693 0.6960
H -2.7803 4.7714 -9.2627
H -0.2077 -1.7797 3.5129
N -0.5939 -0.0983 1.3083
H 3.2716 0.0275 -0.0930
C -2.5351 -6.6023 -2.0135
C 4.3401 1.1639 2.8895
C -3.8844 2.1843 -4.0928
H -3.3510 -7.6248 -3.7381
O -1.8900 -5.9472 0.6567
N 7.9156 0.7852 3.7444
H -4.2812 -2.3421 -1.7176
N 0.8234 5.9770 -6.5380
C 1.9695 3.0337 -2.6621
H 8.8679 -2.1474 3.1180
C -4.6797 3.0899 -1.9362
C -1.0433 -1.0947 3.6541
H -0.9012 -0.6237 4.6290
C 3.6586 -5.6213 0.9154
N -4.2170 1.6660 -5.0619
H 0.1169 -1.5776 -5.2516
C 6.9544 -2.5105 4.0837
H -2.9965 3.8007 -3.1079
H -4.1305 -2.1486 -5.7077
C 3.0186 -4.6401 0.6415
H 1.4929 3.6692 -4.6572
H -1.2667 5.1748 3.7813
H 3.1621 0.4593 8.7635
C 7.8513 -1.7515 3.1016
H -6.1638 3.5201 -3.4671
H 3.1161 3.0216 -4.4909
H -1.3562 3.4440 -7.7200
H -6.5676 4.1442 -1.8740
N -2.1595 -4.2803 -3.1515
H -2.9685 3.6654 -7.0621
C 5.0660 0.3762 6.6621
H 0.1884 5.9834 4.3680
H 4.2864 -6.4833 0.9200
C 4.5796 1.5468 7.5220
H 4.5445 2.2974 1.1030
H -3.7352 -8.3749 -2.1970
H -4.9526 -5.7676 -3.2552
C -1.1049 0.0357 2.6445
H -6.6792 -2.7055 1.2513
C -1.4937 3.3250 5.8728
H -2.1290 1.5740 -1.0314
C -2.0448 4.1883 -7.3157
H -5.1706 -1.7894 1.3027
C -4.9917 -6.7080 -2.7014
C 5.1336 -0.8603 7.4559
H -2.4844 -5.1786 0.7626
C -1.3159 0.8489 -0.9332
C -3.3498 -1.8254 -5.0178
H 7.4450 -1.3853 5.8731
H 1.1992 3.6366 -2.1779
C -0.8450 -1.4988 -4.7427
H -6.7349 -2.5060 -1.2377
H -1.4229 5.7411 -8.7079
H -3.5961 -0.8113 -4.7047
H 2.4552 1.1594 7.3000
C -1.9859 -1.8884 -5.6889
H -5.3326 4.9518 -2.8431
H 2.5705 1.6134 0.2435
H -1.5946 -7.1543 -2.0325
H 5.1039 1.8460 3.2834
H 5.2824 1.7160 8.3403
H -5.1255 2.1302 -1.6662
O -0.6513 -5.5327 1.2127
C 7.4460 -2.4179 5.5226
C -2.3348 5.2371 -8.3837
N -4.3867 -4.6546 0.3344
H -2.7776 -6.3916 -0.9632
C 3.1851 1.3222 8.0962
H -2.7344 2.2257 -2.3575
C -2.3289 -5.3130 -2.6777
H -2.4237 3.3956 5.3063
H 0.8328 -5.7544 -0.2387
H 4.3895 0.2153 5.8207
H -1.3618 0.2078 -1.8141
C 0.4724 4.0156 3.7294
H -0.8337 -2.1755 -3.8864
H 2.1902 5.7281 -3.3949
H -5.3162 -6.4925 -1.6836
C 4.3784 1.2557 1.3607
H -1.8040 -2.9043 -6.0432
C -5.7449 3.9781 -2.5699
H 6.0578 0.5891 6.2597
C -0.9797 -0.1249 -4.2374
C -1.4543 4.7894 -6.0355
C 2.0512 -3.5699 0.7415
N 1.1150 3.2069 3.2298
C -5.0113 -3.7060 0.4949
C 2.5749 -2.2094 1.1076
H -0.5905 -4.8151 -0.6969
H -0.3856 1.4093 -0.8431
C 7.8949 -0.3263 3.4569
H 7.4676 -1.8479 2.0853
N 5.1757 -1.8196 8.0853
H -2.1451 5.5141 -5.6007
H -1.9838 -1.2371 -6.5662
O -1.5661 1.0978 2.9683
C -6.1119 -1.8250 -0.6538
C -1.6493 0.0585 0.3241
C 3.0464 0.7473 0.6915
C 1.5988 -1.0578 1.3131
H -4.2278 -0.7703 -0.9090
H 1.5676 2.0301 -2.8117
C 2.3689 3.6528 -4.0064
O 3.7629 -2.0362 1.2035
C 0.1104 -5.0155 0.1145
H 0.2096 4.5289 6.3903
H 3.1607 5.4786 -4.8479
O -2.7578 -0.3661 0.4759
H 6.7937 -2.9863 6.1830
H -2.0044 -1.6102 3.6837
O -1.3987 -2.8159 0.5048
H -4.3300 3.5519 -1.0109
H 5.9378 -2.1147 4.0254
C -0.3597 5.0408 4.3725
C -4.8700 -1.4585 -1.4631
C -3.4740 2.8528 -2.8524
H 4.5759 2.4505 6.9103
H -3.3735 -2.4727 -4.1435
C -0.1772 5.4593 -6.3174
H -6.7041 -0.9265 -0.4718
C 2.9195 5.0673 -3.8680
N 2.1941 0.1116 1.7206
C -0.7084 4.6301 5.8076
C -0.2274 -2.5663 0.6910
H -1.2938 5.4271 6.2697
C 3.1268 2.9415 -1.7601